16
Properties=species:S:1:pos:R:3:forces:R:3:lowdin_charge:R:1 method="wB97M-V/def2-TZVPD" lumo_energy_ev=0.476 homo_lumo_gap_ev=10.0 de_lowest_ev=2.019 total_charge=0 homo_ev=-9.525 multiplicity=1 total_energy_ha=-308.8240
C -0.9261 -0.5064 2.2078 -0.3 -0.5 0.1 -0.13
O -0.6436 0.6553 2.1734 0.2 0.5 0.0 -0.01
H -1.2983 1.5044 0.4764 0.2 0.0 0.4 -0.02
H -0.4281 -1.2137 2.8883 0.2 0.0 0.1 0.09
H -1.7143 -0.9387 1.5760 -0.1 0.0 -0.2 0.09
H 0.4629 -1.4403 0.2315 -0.1 -0.2 0.0 0.08
C 1.5601 0.3357 -0.4050 0.0 -0.1 0.0 -0.11
C 0.5955 -0.7826 -0.6206 0.2 0.0 -0.1 -0.27
C -0.0469 -1.0179 -1.7510 0.0 -0.2 0.2 -0.01
O -1.5330 1.6437 -0.4423 -0.2 0.3 -0.6 -0.06
H -0.8103 2.1487 -0.8371 -0.2 -0.2 0.2 0.04
H 1.5883 0.9984 -1.2689 0.0 0.0 0.0 0.07
H 2.5627 -0.0637 -0.2377 0.0 0.1 0.0 0.08
H 1.2883 0.9074 0.4801 0.0 0.1 0.1 0.06
H -0.7291 -1.8443 -1.8567 -0.1 -0.2 0.0 0.05
H 0.0718 -0.3860 -2.6143 0.1 0.2 -0.2 0.06



64
Properties=species:S:1:pos:R:3:forces:R:3:lowdin_charge:R:1 method="wB97M-V/def2-TZVPD" lumo_energy_ev=0.374 homo_lumo_gap_ev=5.4 de_lowest_ev=0.000 total_charge=-1 homo_ev=-5.052 multiplicity=1 total_energy_ha=-12652.1642
Pt -1.0337 -0.6536 0.9952 -0.9 -0.9 -1.8 0.70
C 1.2131 -5.7038 0.3388 0.1 0.0 0.0 -0.05
N 0.2051 -4.6949 0.0547 -0.2 -0.1 -0.2 -0.13
C -1.1542 -5.1730 -0.1750 -0.1 -0.1 0.0 -0.03
C 0.4279 -3.4065 0.2400 0.1 0.2 0.3 -0.40
O -0.4845 -2.5652 0.0473 0.4 0.5 0.5 -0.28
C 1.8281 -2.9799 0.6653 -0.2 0.1 0.0 -0.12
O 1.8303 -1.6198 0.9287 0.3 0.2 0.2 -0.26
C 2.6335 -0.7489 0.1865 -0.1 0.0 0.1 -0.09
C 1.7601 0.1322 -0.6862 0.1 0.0 -0.3 -0.37
O 0.5553 0.2926 -0.4385 0.0 0.0 0.4 -0.11
N 2.3361 0.7013 -1.7463 0.0 0.2 -0.1 -0.10
C 1.5901 1.6698 -2.5510 0.0 0.0 0.1 -0.01
C 3.7858 0.7124 -1.9446 0.0 0.0 0.2 -0.03
H 0.9098 -6.6310 -0.1417 0.0 0.0 0.0 0.09
H 1.2892 -5.8723 1.4154 0.0 0.0 0.0 0.05
H 2.1845 -5.4152 -0.0594 0.0 0.0 0.0 0.09
H -1.1564 -5.8922 -0.9952 0.1 0.0 0.0 0.09
H -1.7961 -4.3353 -0.4244 0.0 0.0 0.0 0.07
H -1.5306 -5.6464 0.7338 0.1 0.0 0.0 0.07
H 2.5457 -3.2401 -0.1223 0.0 -0.1 0.0 0.14
H 2.0863 -3.5139 1.5852 0.0 -0.1 0.0 0.13
H 3.3705 -1.2943 -0.4055 0.0 0.0 0.0 0.12
H 3.1617 -0.0866 0.8811 0.1 0.0 -0.1 0.15
H 0.5330 1.5766 -2.3288 0.0 0.0 0.0 0.07
H 1.7546 1.4575 -3.6079 0.0 0.0 0.0 0.10
H 1.9401 2.6766 -2.3149 0.0 0.0 0.0 0.08
H 4.2701 1.2743 -1.1431 0.0 0.0 0.0 0.08
H 3.9868 1.2067 -2.8908 0.0 0.0 0.0 0.09
H 4.1934 -0.2972 -2.0006 0.0 0.0 0.0 0.08
F -5.0840 4.2085 -2.3337 0.0 0.0 0.0 0.13
C -4.4303 3.0756 -2.0783 0.0 0.0 0.0 -0.14
C -4.7830 2.2920 -0.9980 -0.1 0.0 0.1 -0.14
F -5.7867 2.6692 -0.2016 0.0 0.0 0.0 0.12
C -4.0996 1.1146 -0.7456 0.1 0.0 -0.1 -0.26
F -4.4807 0.4016 0.3252 -0.1 0.0 0.0 0.03
C -3.0324 0.6756 -1.5278 0.0 0.0 -0.1 -0.52
S -2.1371 -0.8107 -1.2457 -0.1 0.3 0.6 0.67
C -2.7242 1.4859 -2.6234 0.0 -0.1 0.0 -0.25
F -1.7431 1.1279 -3.4553 0.0 0.1 0.0 0.09
C -3.3966 2.6624 -2.8962 0.1 0.0 -0.2 -0.14
F -3.0565 3.4033 -3.9538 0.0 0.0 0.0 0.12
Se -0.4103 -4.8142 3.5508 0.0 0.1 -0.3 -0.10
Sb -1.4439 -2.6325 3.6261 -0.2 -0.2 1.4 -0.24
Se -2.9492 -2.0961 1.6252 0.7 0.7 0.4 0.23
Se -2.6575 -2.0300 5.6224 0.1 -0.1 -0.3 -0.23
Se 0.2016 -0.7472 3.1767 -0.8 -0.5 -0.2 0.26
N -1.9003 1.0924 1.7671 1.1 -0.8 -0.6 -0.02
C -0.8685 2.0942 1.5585 -0.2 0.6 0.1 -0.33
C 0.0475 2.3694 2.5670 0.1 0.1 0.1 -0.10
C 1.1984 3.0707 2.2581 -0.2 0.1 -0.2 -0.03
C 1.3929 3.5387 0.9579 0.2 -0.3 0.0 -0.24
C 0.3917 3.4103 0.0128 0.0 0.2 0.1 -0.05
C -0.7446 2.6788 0.3120 -0.3 0.0 0.0 -0.03
S 3.0585 3.9735 0.4449 -0.1 0.1 0.0 0.42
O 2.9309 4.3820 -0.9469 -0.1 0.0 -0.1 -0.36
O 3.7337 2.6838 0.6065 0.0 0.0 0.0 -0.36
O 3.5063 5.0062 1.3541 0.0 -0.1 0.0 -0.34
H -2.1112 0.9414 2.7523 0.0 -0.1 0.0 0.10
H -2.7432 1.2659 1.2306 -0.1 0.0 0.1 0.08
H -0.1125 1.9857 3.5642 0.0 0.0 0.0 0.07
H 1.9673 3.2325 3.0025 0.0 0.0 0.0 0.13
H 0.5399 3.8486 -0.9648 0.0 -0.1 0.0 0.11
H -1.5088 2.5105 -0.4397 0.1 0.0 0.0 0.10



14
Properties=species:S:1:pos:R:3:forces:R:3:lowdin_charge:R:1 method="wB97M-V/def2-TZVPD" lumo_energy_ev=0.805 homo_lumo_gap_ev=8.6 de_lowest_ev=3.081 total_charge=0 homo_ev=-7.789 multiplicity=1 total_energy_ha=-374.9482
C 0.3770 -1.6092 -0.2400 -1.9 -2.9 -0.8 -0.16
C 0.1610 -0.1838 -0.3940 0.2 0.3 -0.3 -0.32
C -0.5236 1.8300 -0.0282 2.0 0.3 -2.9 -0.15
C 0.2868 1.8357 -1.1766 -0.7 2.4 -0.1 -0.10
H -0.4402 -2.0255 3.0019 0.0 2.6 -5.0 0.20
H -0.6603 -0.4458 1.8020 0.1 -0.2 -0.1 0.01
H 0.4799 -2.3642 -1.1789 0.2 2.2 2.2 0.14
H -1.0900 2.6008 0.4244 -0.1 0.8 0.2 0.09
H 0.5325 2.7669 -1.7335 0.0 -1.3 0.1 0.11
H 1.1863 0.1322 -2.2094 0.2 0.3 -0.2 0.15
N -0.4082 -1.4278 1.9101 0.4 -5.1 3.4 -0.07
N -0.0451 -2.2579 0.8319 0.7 2.8 1.2 -0.06
N -0.5619 0.5986 0.4275 0.5 -2.6 0.0 0.04
N 0.7056 0.5499 -1.4371 -1.5 0.5 2.3 0.11



12
Properties=species:S:1:pos:R:3:forces:R:3:lowdin_charge:R:1 method="wB97M-V/def2-TZVPD" lumo_energy_ev=0.890 homo_lumo_gap_ev=9.1 de_lowest_ev=1.507 total_charge=0 homo_ev=-8.199 multiplicity=1 total_energy_ha=-550.5242
S -4.0427 0.0067 -2.2276 0.9 2.4 -0.7 0.38
H -2.7606 0.3056 -1.8285 -0.8 -0.4 -0.1 -0.22
H -4.0965 1.3172 -2.8351 -0.1 -2.0 0.8 -0.16
N 0.1299 -0.7206 0.8950 -1.3 -0.1 0.4 0.00
C 1.3330 -0.0091 1.1752 3.0 -3.6 0.0 -0.45
N 2.0247 0.3208 0.0108 0.9 0.1 -4.7 -0.04
H -0.5998 -0.3644 1.4923 -0.4 -0.5 -0.1 0.06
H 0.1234 -1.7576 0.8390 0.4 1.4 0.5 0.09
H 2.1319 -0.6266 1.6461 -0.9 -1.1 0.5 0.10
H 1.4122 0.6857 1.9335 -1.3 2.5 1.1 0.09
H 2.4650 1.1753 -0.2946 -0.6 0.1 0.6 0.06
H 1.8796 -0.3329 -0.8061 0.2 1.2 1.7 0.10